# 1
DFT (ωB97M-V/def2-TZVPD) results for a cluster of 2 separate species, C15H18O2 in total.

Largest force on an atom in eV/Å: 4.4
M in g mol⁻¹: 230.31
SMILES string: CCc1ccc(O)cc1.Cc1ccc(O)cc1

Last column: Löwdin charge in e.
Cartesian coordinates (Å):
C: 4.76 -0.30 1.37  -0.057
C: 1.34 -2.29 -0.17  -0.307
C: 1.16 -0.94 0.09  0.008
C: 2.46 -3.01 0.14  -0.022
C: 2.30 -0.28 0.68  -0.019
C: 3.57 -2.35 0.62  -0.057
C: 3.48 -0.99 0.88  -0.281
O: 0.18 -2.99 -0.58  -0.006
H: 0.26 -0.38 0.23  0.092
H: -0.07 -2.67 -1.45  0.079
H: 2.57 -4.07 -0.10  0.126
H: 2.15 0.73 1.03  0.107
H: 4.56 -2.78 0.78  0.122
H: 5.53 -0.45 0.63  0.070
H: 5.16 -0.66 2.31  0.071
H: 4.65 0.78 1.47  0.072
C: -2.21 -0.10 -1.89  -0.235
C: -3.00 -1.28 -1.53  -0.148
C: -2.23 1.02 -0.86  -0.232
C: -2.18 0.82 0.49  -0.070
C: -2.12 2.35 -1.31  -0.031
C: -2.21 1.84 1.40  -0.024
C: -2.08 3.42 -0.43  0.000
C: -2.14 3.13 0.94  -0.325
O: -2.21 4.22 1.76  0.040
H: -1.20 -0.55 -2.07  0.108
H: -2.39 0.35 -2.90  0.118
H: -3.44 -1.84 -2.39  0.081
H: -2.16 -0.18 0.86  0.108
H: -2.02 2.48 -2.38  0.109
H: -2.14 1.73 2.48  0.121
H: -1.88 4.38 -0.88  0.115
H: -1.95 4.03 2.67  0.098
H: -3.98 -1.12 -0.97  0.100
H: -2.49 -2.04 -0.91  0.070

# 2
DFT (ωB97M-V/def2-TZVPD) results for a cluster of 4 separate species, C22H33F3O14S in total.

Largest force on an atom in eV/Å: 3.0
M in g mol⁻¹: 610.55
SMILES string: CC(=O)OCCCCCC[C@H]1CO[C@@H](C[SH](=O)=O)C1.O=C1OC[C@@H](F)O1.O=C1OC[C@@H](F)O1.O=C1OC[C@@H](F)O1

Last column: Löwdin charge in e.
Cartesian coordinates (Å):
C: 1.14 1.12 1.41  0.031
C: -0.26 1.49 0.99  -0.577
O: -0.76 2.47 1.39  0.151
O: -0.93 0.69 0.12  -0.040
C: -1.36 -0.57 0.71  -0.163
C: -2.59 -0.34 1.56  -0.157
C: -3.17 -1.65 2.11  -0.194
C: -2.99 -1.84 3.63  -0.194
C: -1.54 -2.28 3.93  -0.189
C: -1.01 -1.70 5.26  -0.139
C: 0.52 -1.56 5.18  -0.273
C: 1.13 -0.14 5.46  -0.110
O: 2.39 -0.30 6.13  -0.078
C: 2.68 -1.67 5.94  -0.416
C: 3.96 -2.22 6.52  -0.161
S: 4.73 -3.17 5.19  0.663
O: 5.14 -2.29 4.16  -0.326
O: 3.74 -4.10 4.75  -0.341
C: 1.36 -2.34 6.23  -0.093
H: 1.24 0.08 1.68  0.074
H: 1.81 1.32 0.58  0.089
H: 1.43 1.77 2.22  0.088
H: -1.53 -1.26 -0.10  0.132
H: -0.52 -0.95 1.29  0.099
H: -2.36 0.33 2.39  0.114
H: -3.31 0.17 0.93  0.119
H: -4.22 -1.72 1.84  0.105
H: -2.67 -2.49 1.62  0.110
H: -3.13 -0.87 4.09  0.100
H: -3.69 -2.58 3.99  0.108
H: -1.43 -3.36 3.88  0.122
H: -0.93 -1.85 3.14  0.081
H: -1.42 -0.69 5.31  0.103
H: -1.33 -2.33 6.08  0.118
H: 0.86 -2.04 4.27  0.128
H: 1.43 0.19 4.46  0.114
H: 0.46 0.56 5.93  0.125
H: 2.80 -1.75 4.85  0.121
H: 3.78 -2.88 7.37  0.107
H: 4.68 -1.46 6.82  0.112
H: 5.79 -3.86 5.71  0.081
H: 0.90 -2.07 7.19  0.132
H: 1.31 -3.42 6.21  0.128
C: -0.87 2.88 -2.33  -0.053
C: 0.05 3.92 -1.76  -0.308
O: 0.39 4.69 -2.89  0.137
C: -0.66 4.61 -3.76  -0.549
O: -0.83 5.33 -4.68  0.173
O: -1.49 3.59 -3.41  0.068
F: 1.18 3.36 -1.25  0.076
H: -0.33 2.02 -2.74  0.145
H: -1.61 2.53 -1.62  0.132
H: -0.40 4.56 -1.00  0.177
C: -2.41 3.05 -7.46  -0.049
C: -2.05 1.62 -7.16  -0.306
O: -3.24 1.10 -6.63  0.132
C: -4.27 1.81 -7.20  -0.537
O: -5.40 1.48 -7.19  0.191
O: -3.80 2.95 -7.79  0.078
F: -1.07 1.56 -6.21  0.050
H: -2.29 3.70 -6.59  0.137
H: -1.84 3.47 -8.29  0.143
H: -1.74 1.04 -8.03  0.177
C: 1.28 -0.35 -6.01  -0.063
C: 2.78 -0.26 -6.09  -0.315
O: 3.13 -1.50 -6.70  0.132
C: 2.07 -1.87 -7.48  -0.542
O: 2.11 -2.69 -8.32  0.189
O: 0.96 -1.14 -7.16  0.069
F: 3.34 -0.20 -4.86  0.075
H: 0.94 -0.87 -5.11  0.149
H: 0.80 0.62 -6.06  0.112
H: 3.16 0.56 -6.70  0.174

# 3
DFT (ωB97M-V/def2-TZVPD) results for the molecule C5H9ClN2.

Largest force on an atom in eV/Å: 4.8
M in g mol⁻¹: 132.59
SMILES string: CC(C)(Cl)[C@@H](N)C#N

Last column: Löwdin charge in e.
Cartesian coordinates (Å):
C: 1.44 1.59 -1.44  -0.236
C: 0.56 0.71 1.29  -0.067
C: 0.01 -1.54 0.19  -0.132
C: 0.52 0.47 -1.26  -0.399
C: 0.84 -0.31 0.14  -0.861
N: 1.98 2.55 -1.84  0.161
N: -0.88 0.86 -1.33  0.068
Cl: 2.54 -0.76 0.24  0.696
H: 1.03 1.55 0.88  0.056
H: -0.42 0.76 1.46  0.034
H: 0.93 0.47 2.23  0.070
H: 0.23 -2.25 -0.60  0.081
H: -1.04 -1.21 0.11  0.095
H: 0.18 -2.09 1.07  0.068
H: 0.81 -0.33 -2.13  0.196
H: -0.96 1.50 -0.52  0.095
H: -1.15 1.33 -2.16  0.077

| no. | LUMO energy (eV) | frontier orbital gap (eV) |
| --- | --- | --- |
| 1 | 0.73 | 9.250 |
| 2 | 0.23 | 10.224 |
| 3 | 0.71 | 11.239 |